Here is an isolated molecule of C5H7NO from the OMol25 dataset. Energies are from the ωB97M-V functional and the def2-TZVPD basis.

Structure (XYZ):
```
14
C5H7NO | the OMol25 dataset | the ωB97M-V functional and the def2-TZVPD basis
C -1.476 0.075 2.435
C -0.833 0.681 1.607
C 0.015 1.335 0.599
C 0.619 0.453 -0.512
N -0.093 -0.753 -0.735
C 0.283 -1.498 -1.793
O 1.052 -1.101 -2.650
H -1.940 -0.437 3.254
H 1.085 1.255 0.816
H -0.332 2.341 0.325
H 0.751 1.057 -1.406
H 1.707 0.208 -0.179
H -0.644 -1.128 0.026
H -0.193 -2.489 -1.788
```

Properties
SMILES string: C#CCCNC=O
Lowest unoccupied orbital energy (eV): 0.82

natural (NBO) atomic charge list, values in e, 8 entries: C -0.25; C -0.03; C -0.54; C -0.19; N -0.62; C 0.53; O -0.61; H 0.24

Here is an isolated molecule of C5H7NO from the OMol25 dataset. Energies are from the ωB97M-V functional and the def2-TZVPD basis.

Structure (XYZ):
```
14
C5H7NO | the OMol25 dataset | the ωB97M-V functional and the def2-TZVPD basis
C -1.817 0.082 0.516
N -0.435 -0.248 0.221
C 0.106 -1.597 -0.072
C 1.388 -1.590 -0.488
C 1.671 -0.093 -0.603
C 0.510 0.617 0.029
O 0.304 1.925 0.208
H -2.379 0.244 -0.415
H -1.849 0.987 1.125
H -2.263 -0.755 1.056
H -0.576 -2.398 0.206
H 1.507 0.192 -1.672
H 2.671 0.262 -0.329
H 1.163 2.371 0.217
```

Properties
Lowest unoccupied orbital energy (eV): 0.21

natural (NBO) atomic charge list, values in e, 8 entries: C -0.42; N -0.33; C -0.26; C -0.26; C -0.58; C 0.61; O -0.64; H 0.22

Here is an isolated molecule of C5H7NO from the OMol25 dataset. Energies are from the ωB97M-V functional and the def2-TZVPD basis.

Structure (XYZ):
```
14
C5H7NO | the OMol25 dataset | the ωB97M-V functional and the def2-TZVPD basis
C 1.755 0.173 -0.019
C 0.388 -0.130 -0.625
N -0.360 0.957 -1.165
C -0.506 0.875 0.253
C -1.389 -0.284 0.642
C -0.514 -1.212 -0.147
O -0.529 -2.404 -0.262
H 1.995 -0.018 1.038
H 2.248 1.110 -0.273
H 2.261 -0.608 -0.561
H -1.182 0.594 -1.637
H -0.359 1.790 0.829
H -2.427 -0.193 0.333
H -1.362 -0.590 1.688
```

Properties
SMILES string: C[C@]12N[C@H]1CC2=O
Lowest unoccupied orbital energy (eV): 0.94

natural (NBO) atomic charge list, values in e, 8 entries: C -0.64; C 0.00; N -0.54; C -0.06; C -0.54; C 0.57; O -0.50; H 0.22

E_HOMO values (in eV) by entry order: -9.713 -7.154 -8.811.
Kohn-Sham gap values (in eV) by entry order: 10.5 7.4 9.7.
Energy above the lowest of the compared OMol25 structures with the same formula, charge and spin values (in eV) by entry order: 3.2458 3.6402 3.7363.